C12H13BiF5N2S4Sb as an isolated structure, computed with the ωB97M-V functional and the def2-TZVPD basis.

As for the expectation value of S²: 0.756. The HOMO energy (spin up / spin down) comes out at -0.410 / -0.409 Eh.

Geometry as ORCA input:
```
! wB97M-V def2-TZVPD RIJCOSX def2/J DEFGRID3
* xyz 1 2
Bi -1.13 -0.48 -3.84
F 5.15 2.36 -2.43
C 3.84 2.12 -2.38
C 3.37 0.82 -2.48
F 4.23 -0.19 -2.64
C 2.02 0.59 -2.42
F 1.59 -0.68 -2.54
C 1.09 1.61 -2.26
S -0.64 1.31 -2.10
C 1.59 2.90 -2.17
F 0.77 3.93 -2.01
C 2.95 3.16 -2.22
F 3.40 4.40 -2.12
S -4.03 -2.69 -0.36
Sb -3.47 -2.74 -2.64
S -3.55 -0.37 -3.26
S -1.04 -2.59 -2.48
C 0.36 0.12 2.71
C 0.45 0.15 1.16
N -0.63 -0.64 0.58
C -1.91 -0.04 0.91
C -2.10 0.02 2.45
N -0.89 -0.65 3.06
C -0.78 -2.07 2.58
C -0.55 -2.01 1.04
H 0.26 1.11 3.16
H 1.19 -0.40 3.18
H 1.41 -0.25 0.84
H 0.37 1.18 0.80
H -2.71 -0.62 0.44
H -1.95 0.96 0.48
H -2.98 -0.52 2.79
H -2.13 1.03 2.84
H -1.00 -0.65 4.07
H -1.72 -2.57 2.84
H 0.03 -2.54 3.13
H -1.29 -2.61 0.53
H 0.43 -2.42 0.78
*
```

CF4NO2S2Y as an isolated structure, computed with the ωB97M-V functional and the def2-TZVPD basis.

The HOMO energy (spin up / spin down) comes out at -0.605 / -0.661 Eh. Its energy above the lowest of the compared OMol25 structures with the same formula, charge and spin is 101.08 kJ/mol.

Geometry as ORCA input:
```
! wB97M-V def2-TZVPD RIJCOSX def2/J DEFGRID3
* xyz 2 1
Y 4.46 0.24 2.50
F 3.86 -1.35 -2.64
N 5.10 -3.27 -0.55
S 3.90 -2.66 -1.45
O 2.91 -3.69 -1.76
S 5.99 -2.43 0.48
O 5.30 -1.15 1.01
C 7.14 -1.47 -0.69
F 8.13 -1.02 0.06
F 7.57 -2.29 -1.63
F 6.56 -0.44 -1.27
*
```

One molecule with the formula C4H5N3O, computed with the ωB97M-V functional and the def2-TZVPD basis.

The HOMO energy comes out at -0.340 Eh. As for the SMILES: C1=NN[C@@H]2C=NO[C@H]12. Its energy above the lowest of the compared OMol25 structures with the same formula, charge and spin is 482.94 kJ/mol.

Geometry as ORCA input:
```
! wB97M-V def2-TZVPD RIJCOSX def2/J DEFGRID3
* xyz 0 1
C -0.43 -0.33 1.51
C 0.66 -0.41 0.48
C 0.09 0.11 -1.58
C 0.46 0.83 -0.33
H -0.40 2.48 0.57
H -0.43 -1.15 2.30
H 1.58 -0.75 1.14
H -0.35 0.79 -2.30
H 1.36 1.36 -0.42
N -0.61 1.55 0.42
N -0.98 0.86 1.50
N 0.00 -1.12 -1.64
O 0.59 -1.61 -0.47
*
```

One molecule with the formula C7H16OSi, computed with the ωB97M-V functional and the def2-TZVPD basis.

The HOMO energy comes out at -0.302 Eh. As for the SMILES: CC(C)=CO[Si](C)(C)C. Its energy above the lowest of the compared OMol25 structures with the same formula, charge and spin is 0.00 kJ/mol.

Geometry as ORCA input:
```
! wB97M-V def2-TZVPD RIJCOSX def2/J DEFGRID3
* xyz 0 1
O -0.36 -0.50 0.41
C -1.12 0.37 -0.35
C -1.75 0.00 -1.48
C -2.71 0.83 -2.23
C -1.40 -1.34 -2.03
C 2.31 0.28 -0.17
C 0.87 1.47 2.42
C 1.60 -1.47 2.24
Si 1.05 0.01 1.22
H -1.23 1.37 0.05
H -3.58 1.05 -1.63
H -2.30 1.80 -2.57
H -3.13 0.33 -3.12
H -1.82 -2.15 -1.42
H -0.30 -1.49 -2.05
H -1.76 -1.46 -3.05
H 1.90 0.86 -0.99
H 2.55 -0.70 -0.58
H 3.23 0.76 0.18
H 0.05 1.38 3.14
H 0.77 2.37 1.83
H 1.84 1.53 2.93
H 2.50 -1.15 2.75
H 1.89 -2.24 1.55
H 0.89 -1.91 2.95
*
```

C2H4ClNS as an isolated structure, computed with the ωB97M-V functional and the def2-TZVPD basis.

The HOMO energy (spin up / spin down) comes out at -0.284 / -0.325 Eh. Its energy above the lowest of the compared OMol25 structures with the same formula, charge and spin is 501.25 kJ/mol.

Geometry as ORCA input:
```
! wB97M-V def2-TZVPD RIJCOSX def2/J DEFGRID3
* xyz 0 1
C -0.22 1.04 1.60
C -0.37 -0.69 -1.08
N 0.46 -1.01 0.05
S 1.16 1.74 1.56
Cl 1.98 -0.37 -0.05
H -1.18 1.17 2.03
H -1.39 -0.96 -0.79
H -0.34 0.37 -1.36
H -0.09 -1.28 -1.96
*
```

C26H30N3O7PbSb as an isolated structure, computed with the ωB97M-V functional and the def2-TZVPD basis.

The HOMO energy comes out at -0.064 Eh. Its energy above the lowest of the compared OMol25 structures with the same formula, charge and spin is 47.45 kJ/mol.

Geometry as ORCA input:
```
! wB97M-V def2-TZVPD RIJCOSX def2/J DEFGRID3
* xyz -2 1
Pb -1.66 -1.03 0.54
C -3.89 2.02 3.24
C -2.84 0.95 2.96
O -3.13 0.17 2.00
C -1.72 0.93 3.77
C -0.53 0.14 3.63
C 0.49 0.24 4.74
N -0.27 -0.59 2.58
N 0.98 -1.21 2.61
C 1.37 -1.75 1.49
O 0.80 -1.78 0.35
C 2.72 -2.43 1.60
C 3.05 -3.41 0.67
C 4.26 -4.09 0.76
C 5.17 -3.77 1.76
C 4.85 -2.77 2.68
C 3.63 -2.11 2.60
H -4.88 1.58 3.17
H -3.80 2.78 2.45
H -3.75 2.50 4.21
H -1.71 1.63 4.60
H 0.05 0.72 5.62
H 1.35 0.81 4.41
H 0.84 -0.76 5.00
H 2.33 -3.64 -0.11
H 4.50 -4.87 0.04
H 6.11 -4.29 1.83
H 5.55 -2.51 3.46
H 3.36 -1.35 3.32
O -2.23 3.19 -1.14
C -2.24 1.97 -0.91
O -1.24 1.27 -0.53
C -3.56 1.24 -1.13
C -4.70 1.92 -1.51
C -5.86 1.20 -1.74
C -5.84 -0.18 -1.59
C -4.66 -0.79 -1.18
N -3.56 -0.08 -0.97
C -4.63 -2.31 -0.94
O -5.55 -2.96 -1.47
O -3.69 -2.72 -0.22
H -4.65 3.00 -1.61
H -6.77 1.71 -2.03
H -6.71 -0.80 -1.77
O -0.80 -2.24 -3.20
C -0.40 -1.27 -3.63
C 3.02 -0.97 -3.81
C 3.09 -0.14 -2.52
Sb 1.08 0.35 -1.74
C 0.96 2.20 -2.89
C 0.05 2.08 -4.12
C 1.88 1.30 0.04
C 2.87 2.44 -0.21
H 4.01 -1.25 -4.19
H 2.51 -0.41 -4.60
H 2.45 -1.89 -3.65
H 3.66 0.78 -2.70
H 3.60 -0.71 -1.74
H 1.96 2.51 -3.20
H 0.55 2.96 -2.21
H 0.38 1.28 -4.79
H 0.01 3.01 -4.69
H -0.97 1.84 -3.81
H 2.35 0.51 0.63
H 1.00 1.65 0.58
H 3.75 2.08 -0.76
H 3.22 2.87 0.74
H 2.42 3.24 -0.79
*
```

One molecule with the formula C6H6, computed with the ωB97M-V functional and the def2-TZVPD basis.

The HOMO energy comes out at -0.308 Eh. As for the SMILES: C#CC(C)=C=C. Its energy above the lowest of the compared OMol25 structures with the same formula, charge and spin is 505.18 kJ/mol.

Geometry as ORCA input:
```
! wB97M-V def2-TZVPD RIJCOSX def2/J DEFGRID3
* xyz 0 1
C -1.13 -0.89 -0.76
C 0.01 -0.11 -0.15
C 1.23 -0.76 0.17
C 2.27 -1.34 0.39
C -0.07 1.20 -0.03
C -0.38 2.24 0.68
H -0.92 -1.02 -1.82
H -1.24 -1.87 -0.30
H -2.08 -0.34 -0.66
H -0.56 1.39 1.41
H 3.21 -1.83 0.52
H -0.35 3.34 0.54
*
```

Going through the records in order, we get max |F| values of 0.00919 0.06097 0.09322 0.03425 0.03610 0.02200 0.06927 hartree/bohr.